Record 1
This record from the Open Molecules 2025 dataset describes a structure of composition C20H17ClN4O6RhS at a distorted geometry. The level of theory is ωB97M-V/def2-TZVPD.

As for the total energy: -2411.4935 hartree. The LUMO energy (alpha / beta) is -0.1920 / -0.1848 Eh. As for the charge: +1. The value obtained for the HOMO-LUMO gap (alpha / beta) is 7.1 / 7.1 eV. The calculation puts the energy above the lowest of the compared OMol25 structures with the same formula, charge and spin at 60.60 kcal/mol.

Cartesian coordinates (Å):
Rh (-0.9840, -0.4657, -1.8872)
O (-3.4446, -4.7858, 1.2615)
C (-2.9508, -3.8969, 2.1028)
O (-3.0364, -4.0110, 3.2924)
C (-2.2561, -2.6940, 1.5066)
C (-1.8047, -1.6000, 2.2388)
Cl (-1.9881, -1.3263, 3.8909)
N (-1.2016, -0.7260, 1.3929)
N (-1.2679, -1.2152, 0.1438)
C (-1.8995, -2.3726, 0.1899)
C (-2.0609, -3.0564, -1.1501)
O (-2.5949, -4.1442, -1.2165)
O (-1.5713, -2.4190, -2.1791)
C (-0.5649, 0.5588, 1.5949)
C (-0.0814, 0.9625, 2.8313)
C (0.5052, 2.2157, 2.9625)
C (0.6393, 3.0619, 1.8752)
C (0.1854, 2.6452, 0.6325)
C (-0.4148, 1.4057, 0.5033)
H (-3.1884, -4.6158, 0.3275)
H (-0.1538, 0.3205, 3.6910)
H (0.8616, 2.5264, 3.9376)
H (1.0917, 4.0403, 1.9907)
H (0.2860, 3.2829, -0.2377)
H (-0.7920, 1.1110, -0.4594)
C (-4.3287, 1.5791, -3.0014)
O (-3.3013, 0.6852, -2.4492)
C (-2.0840, 0.9645, -2.7813)
O (-1.5853, 1.8121, -3.4057)
H (-5.2705, 1.1169, -2.7396)
H (-4.2011, 1.6439, -4.0753)
H (-4.2263, 2.5580, -2.5459)
N (1.4892, -2.7662, -1.5232)
C (1.7822, -1.4751, -1.5700)
S (1.1085, -0.5666, -2.9029)
N (2.5628, -0.9944, -0.6249)
C (3.0935, 0.3141, -0.3405)
C (3.3155, 1.3089, -1.2809)
C (3.8594, 2.5196, -0.8685)
C (4.1964, 2.7345, 0.4604)
C (3.9896, 1.7232, 1.3884)
C (3.4405, 0.5177, 0.9885)
H (0.8440, -3.1375, -2.2048)
H (1.8692, -3.3951, -0.8297)
H (2.8115, -1.6640, 0.0887)
H (3.1107, 1.1507, -2.3274)
H (4.0342, 3.2944, -1.6063)
H (4.6340, 3.6766, 0.7680)
H (4.2581, 1.8700, 2.4278)
H (3.2846, -0.2726, 1.7196)

Atomic forces in eV per Å
-0.20 -1.46 0.53
0.05 -0.06 -0.01
0.16 0.19 -0.02
-0.05 0.03 0.03
-0.15 -0.19 -0.07
0.01 -0.02 0.08
-0.05 0.01 0.04
0.09 0.36 0.13
-0.10 0.54 0.07
-0.01 -0.20 -0.33
-0.19 -0.04 0.33
0.11 0.05 -0.05
0.04 1.00 -0.05
-0.04 -0.12 0.07
0.06 -0.04 0.05
0.01 -0.03 0.07
0.03 0.08 -0.04
0.04 -0.03 0.00
0.08 0.13 0.23
-0.03 0.02 -0.15
0.03 0.01 0.03
-0.02 -0.04 -0.06
-0.03 -0.10 0.00
-0.01 -0.04 0.05
-0.21 0.18 -0.24
0.00 -0.03 0.08
-0.65 -0.03 0.10
0.54 -2.14 0.60
0.64 1.53 -0.85
-0.04 -0.02 0.01
0.03 -0.04 -0.10
0.02 0.05 0.06
-0.15 -0.43 0.02
-0.31 0.05 -0.34
0.09 0.67 -0.45
0.38 0.43 0.18
-0.14 -0.09 0.02
0.04 -0.07 -0.14
-0.01 0.01 0.03
-0.03 0.00 -0.04
0.02 0.04 0.05
-0.06 -0.03 0.20
0.02 -0.03 -0.04
-0.05 0.05 -0.04
0.15 -0.04 0.08
-0.08 -0.03 -0.01
0.00 -0.07 0.05
-0.03 -0.06 -0.02
-0.01 -0.02 -0.07
-0.01 0.08 -0.06

Record 2
This record from the Open Molecules 2025 dataset describes the molecule C20H17N3O3. The level of theory is ωB97M-V/def2-TZVPD.

As for the total energy: -1162.3633 hartree. The SMILES is Cc1ccc(C(=O)Nc2ncc3c(n2)C[C@H](c2ccco2)CC3=O)cc1. The LUMO energy is -0.0029 Eh. As for the charge: 0. The value obtained for the HOMO-LUMO gap is 8.7 eV. The calculation puts the energy above the lowest of the compared OMol25 structures with the same formula, charge and spin at 17.33 kcal/mol.

Cartesian coordinates (Å):
C (6.0378, -2.0225, -0.4920)
C (4.6153, -2.4074, -0.2282)
C (3.9681, -1.9560, 0.9189)
C (2.6487, -2.2751, 1.1618)
C (1.9459, -3.0664, 0.2568)
C (0.5529, -3.4796, 0.5269)
O (0.1611, -4.6216, 0.4683)
N (-0.3344, -2.4835, 0.9225)
C (-0.2878, -1.1352, 0.7238)
N (0.7201, -0.5986, 0.0396)
C (0.7004, 0.7075, -0.1106)
C (-0.3113, 1.5167, 0.4112)
C (-1.3471, 0.8468, 1.0802)
N (-1.3273, -0.4657, 1.2290)
C (-2.5113, 1.5947, 1.6432)
C (-2.7351, 2.8977, 0.8783)
C (-3.1745, 2.6372, -0.5306)
C (-3.2611, 1.5015, -1.2802)
C (-3.7244, 1.9041, -2.5581)
C (-3.8830, 3.2509, -2.4894)
O (-3.5550, 3.7036, -1.2675)
C (-1.4389, 3.7206, 0.8771)
C (-0.2862, 2.9784, 0.2352)
O (0.6038, 3.5452, -0.3570)
C (2.5944, -3.5495, -0.8733)
C (3.9116, -3.2093, -1.1172)
H (6.6358, -2.1133, 0.4126)
H (6.0861, -0.9839, -0.8197)
H (6.4742, -2.6460, -1.2681)
H (4.5103, -1.3459, 1.6272)
H (2.1649, -1.9273, 2.0628)
H (-1.2254, -2.8175, 1.2770)
H (1.5184, 1.1423, -0.6692)
H (-3.3944, 0.9557, 1.6182)
H (-2.2979, 1.8207, 2.6924)
H (-3.5159, 3.4856, 1.3753)
H (-3.0322, 0.5011, -0.9747)
H (-3.9090, 1.2721, -3.4020)
H (-4.2092, 3.9751, -3.2088)
H (-1.5793, 4.6679, 0.3539)
H (-1.1468, 3.9468, 1.9075)
H (2.0534, -4.1815, -1.5613)
H (4.4017, -3.5766, -2.0073)

Atomic forces in eV per Å
-0.01 0.06 -0.01
-0.08 -0.07 -0.04
-0.05 -0.04 0.03
0.03 -0.25 -0.08
0.61 -0.29 -0.05
-0.08 0.04 -0.02
0.02 -0.06 -0.07
-0.41 -0.42 0.28
-0.06 0.92 -0.16
-0.04 -0.30 -0.22
-0.30 0.37 0.21
0.19 -0.55 0.02
0.54 0.16 -0.21
-0.24 -0.36 0.21
-0.19 0.15 -0.14
-0.05 0.23 -0.06
0.02 -0.80 0.25
0.01 0.42 0.41
-0.12 0.55 -0.15
-0.12 -0.66 -0.63
0.11 0.41 0.36
-0.07 0.26 -0.09
-0.20 0.15 0.09
0.03 0.00 -0.02
-0.31 0.04 0.23
0.09 0.08 0.04
0.09 0.00 0.02
0.08 0.05 -0.03
0.08 -0.02 -0.04
0.06 0.05 0.09
-0.06 0.08 0.06
0.22 0.01 -0.07
0.02 0.13 -0.04
0.05 -0.02 0.02
-0.03 0.01 -0.01
0.09 -0.09 -0.02
0.07 -0.20 0.14
-0.06 -0.06 -0.23
-0.03 0.17 -0.03
0.09 -0.05 0.05
0.01 0.03 0.03
-0.05 -0.08 -0.05
0.06 -0.03 -0.08

Record 3
This record from the Open Molecules 2025 dataset describes a structure of composition C20H17N4OPd. The level of theory is ωB97M-V/def2-TZVPD.

As for the total energy: -1194.3740 hartree. The LUMO energy is -0.1038 Eh. As for the charge: +1. The value obtained for the HOMO-LUMO gap is 7.1 eV. The calculation puts the energy above the lowest of the compared OMol25 structures with the same formula, charge and spin at 0.00 kcal/mol.

Cartesian coordinates (Å):
Pd (-0.0001, -0.6225, 0.1571)
C (4.2932, -0.9788, 0.2377)
C (2.9272, -1.2987, 0.2458)
N (1.9952, -0.3815, 0.1493)
C (2.3346, 0.9435, 0.0411)
C (3.6816, 1.3418, 0.0247)
C (4.6616, 0.3294, 0.1265)
C (3.9913, 2.7168, -0.0867)
C (2.9690, 3.6097, -0.1715)
C (1.6125, 3.2096, -0.1519)
C (1.2609, 1.8838, -0.0476)
N (0.0001, 1.3073, -0.0130)
C (-1.2607, 1.8839, -0.0493)
C (-1.6121, 3.2096, -0.1548)
C (-2.9685, 3.6098, -0.1761)
C (-3.9910, 2.7171, -0.0922)
C (-3.6815, 1.3421, 0.0200)
C (-4.6617, 0.3297, 0.1206)
C (-4.2935, -0.9785, 0.2327)
C (-2.9276, -1.2985, 0.2427)
N (-1.9954, -0.3814, 0.1471)
C (-2.3346, 0.9437, 0.0383)
H (5.0273, -1.7674, 0.3203)
H (2.5858, -2.3211, 0.3359)
H (5.7085, 0.6077, 0.1170)
H (5.0244, 3.0368, -0.1015)
H (3.1905, 4.6657, -0.2560)
H (0.8706, 3.9814, -0.2217)
H (-0.8700, 3.9814, -0.2242)
H (-3.1898, 4.6658, -0.2613)
H (-5.0241, 3.0371, -0.1083)
H (-5.7086, 0.6081, 0.1096)
H (-5.0279, -1.7670, 0.3145)
H (-2.5864, -2.3209, 0.3334)
C (0.0000, -5.0650, 0.7695)
C (-0.0002, -3.8476, -0.1017)
N (-0.0003, -4.0173, -1.4265)
O (-0.0002, -2.7194, 0.4053)
H (0.0000, -5.9919, 0.2016)
H (-0.8774, -5.0319, 1.4140)
H (0.8776, -5.0317, 1.4138)
H (-0.0002, -4.9311, -1.8442)
H (-0.0003, -3.2098, -2.0300)

Atomic forces in eV per Å
0.00 -0.15 -0.23
-0.05 -0.13 0.01
0.13 -0.10 0.01
-0.02 0.19 -0.03
-0.01 -0.09 0.00
0.04 -0.02 0.00
0.04 0.12 -0.01
0.07 -0.10 0.01
-0.17 0.07 -0.01
0.14 0.23 -0.02
-0.23 -0.17 0.02
0.00 0.06 0.04
0.23 -0.17 0.02
-0.14 0.23 -0.02
0.17 0.07 -0.01
-0.07 -0.10 0.01
-0.04 -0.02 0.00
-0.04 0.12 -0.01
0.05 -0.14 0.01
-0.13 -0.10 0.01
0.02 0.19 -0.03
0.01 -0.09 0.00
-0.03 0.00 0.00
0.03 -0.01 0.01
-0.02 0.01 0.00
-0.01 -0.02 0.00
-0.04 -0.01 0.00
0.04 0.04 0.00
-0.04 0.04 0.00
0.04 -0.01 0.00
0.01 -0.02 0.00
0.02 0.01 0.00
0.03 0.00 0.00
-0.03 -0.01 0.02
0.00 0.00 0.03
0.00 0.07 -0.41
0.00 0.02 0.01
0.00 0.03 0.55
0.00 0.01 0.00
0.00 0.00 0.00
0.00 0.00 0.00
0.00 -0.01 0.01
0.00 0.01 0.00

Record 4
This record from the Open Molecules 2025 dataset describes a structure of composition C20H17N5O4SSbSe5Sn at a distorted geometry. The level of theory is ωB97M-V/def2-TZVPD.

As for the total energy: -14206.9033 hartree. The LUMO energy is -0.0504 Eh. As for the charge: -1. The value obtained for the HOMO-LUMO gap is 2.2 eV. The calculation puts the energy above the lowest of the compared OMol25 structures with the same formula, charge and spin at 64.90 kcal/mol.

Cartesian coordinates (Å):
Sn (-1.6490, -2.0046, -0.4940)
C (0.1649, -6.0284, -1.1910)
C (1.4735, -5.7832, -1.7101)
C (1.7099, -4.4305, -2.0959)
C (0.7896, -3.4711, -1.9697)
N (-0.3633, -3.6980, -1.4085)
C (-0.7006, -4.9594, -1.0135)
C (0.9654, -1.9872, -2.2380)
C (2.0998, -1.4490, -2.8798)
C (2.1841, 0.0179, -2.9727)
C (1.0599, 0.7821, -2.6485)
C (0.0475, 0.1851, -1.8317)
N (0.1141, -1.2521, -1.5408)
C (-1.1187, 0.8224, -1.3471)
C (-1.6170, 2.1159, -1.6919)
C (-2.7683, 2.6548, -1.2106)
C (-3.5776, 1.8495, -0.2835)
C (-3.0568, 0.6088, 0.0462)
N (-1.9218, 0.0370, -0.4406)
H (-0.1081, -7.0514, -0.8229)
H (2.2463, -6.5813, -1.8649)
H (2.6564, -4.1992, -2.5372)
H (-1.6454, -5.0827, -0.5535)
H (2.8236, -2.0604, -3.3578)
H (3.0992, 0.4506, -3.5693)
H (0.9109, 1.7822, -3.0167)
H (-0.9713, 2.5855, -2.4394)
H (-3.1520, 3.6559, -1.4990)
H (-4.4692, 2.2427, 0.0900)
H (-3.5713, 0.0124, 0.7156)
C (4.9926, 1.2691, 2.5595)
C (5.8839, 2.4051, 2.5228)
N (6.5642, 3.3278, 2.4134)
H (3.9362, 1.5346, 2.6559)
H (5.2326, 0.9299, 3.6072)
H (5.1884, 0.4646, 1.8874)
S (-1.1814, 6.2609, 0.5774)
C (-1.6915, 4.9912, 1.7004)
C (-3.0493, 4.9385, 1.7832)
N (-3.7096, 5.9649, 1.1233)
C (-2.8548, 6.6678, 0.4309)
H (-0.9709, 4.2792, 2.0819)
H (-3.5591, 4.0814, 2.1941)
H (-3.2521, 7.4800, -0.1897)
Se (5.4215, 2.8571, 8.5583)
Sb (4.6870, 0.8362, 7.6040)
Se (-1.3996, -2.8372, 1.7042)
Se (3.4689, -1.8956, 7.4745)
Se (2.9761, -0.1352, 8.8416)
O (-4.9405, -1.8573, -3.2307)
Se (-3.7864, -2.6535, -2.4289)
O (-2.2774, -1.9782, -2.5611)
O (-3.8150, -2.5056, -0.6901)
O (-3.5185, -4.1899, -2.8427)

Atomic forces in eV per Å
-1.43 -2.95 0.19
1.57 -1.01 0.17
-1.42 1.02 -0.13
2.17 -3.14 -0.55
-1.01 2.32 0.17
-2.00 -2.62 1.15
1.41 1.01 -1.01
1.62 -0.75 1.03
-1.33 3.72 0.44
1.00 -2.48 -1.98
-1.03 -1.30 1.51
2.90 -3.72 -1.45
0.26 5.03 -2.01
-4.81 0.23 3.00
2.69 -1.61 -0.89
-2.72 -0.81 1.89
3.95 0.90 -2.54
0.97 0.45 -1.07
0.59 5.02 -2.38
0.15 1.19 -0.51
-0.95 0.97 0.31
0.50 0.14 -0.10
-0.81 0.02 0.35
0.52 -0.39 -0.13
-2.06 -0.72 1.41
0.33 0.28 0.24
-0.54 0.49 0.35
0.54 -0.83 0.10
-1.21 0.23 0.66
-1.01 -1.38 1.23
0.02 0.00 3.23
0.15 0.95 -1.43
-0.16 -0.39 0.23
0.22 0.15 -0.52
-0.45 -0.50 -0.84
0.20 -0.22 -0.61
-1.06 -0.75 1.08
0.31 0.09 -0.95
0.97 0.54 -0.47
0.60 -0.63 -0.50
-1.01 0.37 0.10
-0.10 0.16 0.02
-0.32 0.35 0.45
0.63 -0.21 0.25
0.29 0.70 0.53
1.77 1.12 -1.89
0.30 0.15 0.33
-0.04 -1.76 -0.64
-2.00 -0.03 1.94
0.48 -0.06 0.54
-1.06 -1.30 0.93
1.67 1.66 0.22
0.32 0.33 -1.54
-0.58 -0.02 0.10